Below is a 12-piece molecular cluster, H24O12 overall at a distorted geometry, with properties calculated with the ωB97M-V functional and the def2-TZVPD basis.

ORCA input file:
```
! wB97M-V def2-TZVPD RIJCOSX def2/J DEFGRID3
* xyz 0 1
O -0.306 0.981 -1.097
H 0.241 0.207 -1.267
H -0.035 1.271 -0.218
O -2.140 -0.738 1.574
H -3.044 -0.615 1.885
H -2.073 -1.686 1.416
O 2.317 -3.522 -0.729
H 2.063 -4.451 -0.711
H 2.680 -3.361 0.150
O 1.699 4.234 -0.066
H 2.237 3.672 0.503
H 1.287 4.858 0.542
O 0.821 3.353 3.046
H 0.383 3.273 3.901
H 1.731 3.581 3.269
O 2.804 -1.997 -2.807
H 2.576 -1.411 -3.537
H 2.308 -2.803 -2.990
O -1.526 -2.291 3.183
H -1.026 -1.640 2.677
H -0.856 -2.908 3.497
O 0.316 1.862 -2.676
H 1.009 1.286 -3.017
H -0.025 2.307 -3.460
O -1.227 -1.273 -2.680
H -2.129 -1.031 -2.916
H -1.202 -1.180 -1.721
O -1.798 3.506 -0.161
H -1.048 3.918 0.283
H -2.491 4.174 -0.117
O 0.131 -3.409 -3.191
H -0.130 -2.676 -2.623
H 0.847 -3.837 -2.708
O -1.159 -0.374 4.435
H -1.667 -0.056 3.680
H -1.566 -1.221 4.651
*
```

Summary:
**SMILES**: O.O.O.O.O.O.O.O.O.O.O.O
**Electronic energy**: -24955.889 eV
**Kohn-Sham gap**: 8.528 eV
**LUMO level**: 0.05 eV
**Energy above the lowest of the compared OMol25 structures with the same formula, charge and spin**: 133.9 kcal per mole